No. 1
Below is a structure of composition C23H18F14N2NiO3, with properties calculated with ωB97M-V with the def2-TZVPD basis set.

Each line ends with the Mulliken charge.
CARTESIAN COORDINATES (ANGSTROEM)
Ni -0.25915 -0.23137 0.30844  0.8858
C 5.98310 3.22195 -0.78596  -1.7021
C 4.72040 2.39894 -0.88115  0.4286
C 4.43433 1.61004 -1.98992  -1.1378
C 3.29157 0.84536 -2.03488  -0.5705
C 2.36203 0.76340 -0.95581  0.5869
N 1.33629 -0.12390 -0.98758  0.5924
C 1.32426 -1.15718 -1.90425  -0.0969
C 2.43586 -2.01369 -2.03531  0.7040
C 2.43389 -3.11460 -2.86437  -1.0710
C 1.30200 -3.43677 -3.60138  0.4889
C 1.25608 -4.65026 -4.49737  -1.5508
C 0.18918 -2.61508 -3.47098  -0.5748
C 0.16819 -1.48586 -2.65860  -0.8579
C -1.10409 -0.60538 -2.51112  1.8580
O -1.53893 -0.43305 -1.26226  -1.2177
C -2.31901 -1.25699 -3.26870  0.3018
F -2.18665 -1.35329 -4.62706  -0.3058
F -3.46437 -0.57978 -3.05750  -0.2864
F -2.55721 -2.51291 -2.83006  -0.2215
C -0.82810 0.76109 -3.29378  0.4720
F -0.10407 1.63640 -2.60737  -0.1336
F -0.16864 0.54112 -4.47653  -0.3496
F -1.96542 1.42380 -3.63982  -0.3488
C 2.56591 1.72903 0.08003  -0.6018
C 3.74765 2.46126 0.10833  -0.6660
C 1.46466 2.00810 1.13172  1.4807
O 0.21378 1.73949 0.76565  -1.1081
C 1.86812 1.23901 2.45593  0.6036
F 1.16762 1.64356 3.54703  -0.3283
F 3.17786 1.33392 2.81064  -0.3242
F 1.62578 -0.07522 2.31392  -0.2240
C 1.47897 3.53516 1.53946  0.3527
F 1.59414 4.35380 0.47220  -0.2700
F 2.48257 3.90071 2.40475  -0.3093
F 0.33555 3.88166 2.15746  -0.2696
H 6.79478 2.76922 -1.36015  0.3852
H 6.30983 3.31064 0.25250  0.3697
H 5.83003 4.23730 -1.17083  0.2773
H 5.11117 1.60583 -2.84160  0.3092
H 3.07782 0.26779 -2.92347  0.5174
H 3.30904 -1.78970 -1.43492  0.4873
H 3.31869 -3.74336 -2.92533  0.2435
H 2.26150 -5.03608 -4.67797  0.3980
H 0.80648 -4.40365 -5.46218  0.3536
H 0.66148 -5.45249 -4.04980  0.2575
H -0.68735 -2.89233 -4.03861  0.4251
H 3.93846 3.13903 0.93037  0.4127
C -1.17126 -1.00869 4.19413  -1.3415
C -1.76537 -1.00147 2.80930  0.7359
N -2.58137 -2.05570 2.50018  -0.4473
O -1.54457 -0.11994 2.00157  -0.6084
H -1.88616 -1.37036 4.93350  0.4540
H -0.83292 -0.00598 4.43965  0.2803
H -0.30029 -1.66660 4.17228  0.2475
H -2.36147 -2.92552 2.95763  0.2332
H -2.68381 -2.15201 1.49616  0.3553
F -1.20556 -3.13447 0.36600  -0.3964
C -0.05522 -2.32937 0.63443  0.0065
F 0.26544 -2.70957 1.99285  -0.3920
H 0.73668 -2.80928 0.04393  0.2075

Output
HOMO-LUMO gap (alpha / beta) = 0.2115 / 0.2114 hartree
E_LUMO (alpha / beta) = 4.893 / 4.892 eV
2S+1 = 3
energy relative to the best compared isomer or geometry (same formula, charge and spin) = 0.866 eV
charge = -2
largest force on an atom = 0.87 eV/Å



No. 2
Below is a structure of composition C23H18MnN3S, with properties calculated with ωB97M-V with the def2-TZVPD basis set.

Each line ends with the Mulliken charge.
CARTESIAN COORDINATES (ANGSTROEM)
Mn -0.47030 0.26019 0.93364  0.0817
C 3.86018 0.38688 -0.78345  -0.7231
C 2.45672 0.35271 -0.73090  -0.1968
N 1.80916 0.08815 0.38686  -0.2157
C 2.50913 -0.14412 1.52645  0.7361
C 3.91163 0.01820 1.60921  0.8641
C 4.57511 0.23652 0.37905  -0.5806
C 4.53098 0.02425 2.87930  -1.1615
C 3.72036 -0.02133 4.00239  -0.6829
C 2.33954 -0.19724 3.94690  0.4030
C 1.43376 -0.18799 5.08812  -0.8131
C 0.11546 -0.34059 4.91276  -0.9129
C -0.53614 -0.51689 3.56322  0.2505
N 0.47140 -0.83561 2.51537  -0.1986
C 1.71888 -0.44633 2.69899  0.1847
H 4.35634 0.57127 -1.72738  0.3543
H 1.85298 0.57118 -1.60431  0.4544
H 5.65753 0.31232 0.37123  0.3854
H 5.60394 0.14079 2.96018  0.3373
H 4.17704 0.08797 4.98323  0.3384
H 1.84291 -0.01698 6.08005  0.3128
H -0.55321 -0.28485 5.76749  0.3216
H -1.21848 -1.37594 3.62409  0.3318
C -0.49500 -3.18614 0.64007  -1.0926
C -1.80743 -2.60287 0.20709  0.7618
C -2.94353 -3.43488 0.06392  -0.6584
C -4.12174 -2.89187 -0.34116  -0.7688
C -4.19560 -1.51852 -0.66208  1.1719
C -5.38898 -0.92379 -1.12911  -0.8550
C -5.38180 0.40194 -1.45834  -0.5054
C -4.20647 1.16363 -1.35360  -0.4629
C -3.00783 0.63480 -0.90549  0.1880
S -1.57139 1.61625 -0.87964  -0.4315
C -3.01614 -0.75055 -0.51657  0.1856
N -1.86518 -1.31173 -0.03736  -0.3853
H -0.56337 -4.26973 0.73601  0.3790
H -0.16721 -2.74315 1.58305  0.1029
H 0.27570 -2.94496 -0.09418  0.2322
H -2.85812 -4.48966 0.28973  0.3316
H -5.01272 -3.50253 -0.44046  0.3686
H -6.28304 -1.52907 -1.22032  0.3182
H -6.28781 0.87804 -1.81521  0.3470
H -4.21811 2.20699 -1.64136  0.3944
C -1.30442 0.68469 3.01598  -1.2077
H -2.38181 0.63367 3.19603  0.3605
H -0.91231 1.61946 3.43062  0.3553

Output
HOMO-LUMO gap (alpha / beta) = 0.2030 / 0.2201 hartree
E_LUMO (alpha / beta) = 2.811 / 2.771 eV
2S+1 = 6
charge = -1
largest force on an atom = 0.50 eV/Å



No. 3
Below is a structure of composition C23H19AsCdCl4N2O6 at a distorted geometry, with properties calculated with ωB97M-V with the def2-TZVPD basis set.

Each line ends with the Mulliken charge.
CARTESIAN COORDINATES (ANGSTROEM)
Cd -1.33680 0.25210 -0.62690  2.3079
O 3.22452 0.19419 2.91128  -0.6708
C 2.13764 0.00991 3.68408  0.6300
C 2.47031 -0.39459 5.02123  -0.8445
C 1.45258 -0.73455 5.87388  -0.2259
C 0.10587 -0.61622 5.47248  -0.6799
C -0.20734 -0.18706 4.19570  -0.5670
C 0.80368 0.15157 3.25064  0.2283
C 0.39212 0.50407 1.88786  0.5162
O -0.83943 0.55387 1.62605  -0.9598
N 1.40426 0.64014 0.96435  -0.7498
N 0.96440 0.67524 -0.27543  0.5610
C 1.88472 0.73278 -1.20467  -0.7318
C 1.72694 0.69593 -2.64037  0.4440
C 2.86345 0.97067 -3.42528  -0.8265
C 2.81393 0.81971 -4.79127  -0.5208
C 1.63890 0.32197 -5.41276  -0.3148
C 0.51534 0.07103 -4.69773  -0.5312
C 0.48791 0.25726 -3.28224  0.6141
O -0.66497 0.05628 -2.74368  -1.0903
H 2.85221 0.35401 2.00713  0.5084
H 3.51642 -0.44931 5.24634  0.4157
H 1.67680 -1.09749 6.86309  0.3593
H -0.66050 -0.90425 6.17589  0.3822
H -1.24629 -0.10894 3.86594  0.4210
H 2.90894 0.83878 -0.83840  0.1032
H 3.78477 1.22419 -2.89455  0.3166
H 3.72775 1.00466 -5.37010  0.3055
H 1.67024 0.18214 -6.50679  0.2870
H -0.39686 -0.31309 -5.14463  0.3569
Cl -4.65906 6.71879 -0.47314  -0.2813
C -4.33709 5.02942 -0.52153  0.1582
C -5.38146 4.11913 -0.47941  0.4494
Cl -7.04770 4.64829 -0.37031  -0.2860
C -5.17659 2.72661 -0.50171  -0.0472
Cl -6.38906 1.58242 -0.45458  -0.2884
C -3.86613 2.20671 -0.54041  0.5431
O -3.54813 0.98256 -0.53866  -1.0094
C -2.65242 3.22194 -0.66157  -0.2422
O -1.50718 2.67704 -0.80717  -0.8767
C -2.99153 4.60821 -0.61528  0.0936
Cl -1.70031 5.68132 -0.64760  -0.2766
C 1.55943 -3.08177 1.33119  -1.0337
As 0.24139 -3.14064 -0.10544  0.7410
C -0.56734 -4.88580 -0.12948  -1.0912
C 1.29441 -3.03029 -1.74461  -0.9604
O -0.86368 -1.80640 -0.15283  -0.6224
H 1.87825 -4.09585 1.54675  0.4824
H 1.10927 -2.60153 2.18863  0.2246
H 2.48664 -2.54211 1.00859  0.3231
H 0.30317 -5.59790 -0.25401  0.3568
H -1.25564 -4.96015 -1.00658  0.3251
H -1.07861 -5.06105 0.81048  0.3588
H 1.77193 -2.04049 -1.76434  0.1418
H 0.63422 -3.22177 -2.61381  0.3548
H 2.07173 -3.84170 -1.69433  0.4186

Output
HOMO-LUMO gap = 0.1395 hartree
E_LUMO = 3.675 eV
energy relative to the best compared isomer or geometry (same formula, charge and spin) = 0.000 eV
charge = -2
largest force on an atom = 4.31 eV/Å



No. 4
Below is a structure of composition C23H19AsN3O2S4W at a distorted geometry, with properties calculated with ωB97M-V with the def2-TZVPD basis set.

Each line ends with the Mulliken charge.
CARTESIAN COORDINATES (ANGSTROEM)
W -0.31451 0.16588 0.19449  -0.4280
C 1.51669 4.19941 0.43222  -0.6542
O 0.08260 4.28657 0.09260  -0.4886
C -0.33892 3.06074 0.03092  0.5200
N 0.49876 2.11232 0.19892  0.5034
C 1.85271 2.70936 0.24372  -0.5029
C 2.75270 2.16319 1.31197  0.1837
C 2.24805 1.67769 2.51113  -0.0316
C 3.11589 1.21593 3.49035  -0.9041
C 4.48834 1.25341 3.28084  -0.4347
C 4.99422 1.74513 2.08469  -0.6570
C 4.12698 2.18789 1.09693  -0.4770
C -1.73537 2.72051 -0.31975  0.3915
C -2.77684 3.58383 -0.58175  -0.7096
C -3.99657 3.03783 -0.94867  -0.5448
C -4.13196 1.65900 -1.03440  -0.6911
C -3.03693 0.88182 -0.73638  0.2983
N -1.87738 1.41290 -0.39701  0.1169
C -2.96543 -0.59693 -0.67327  0.4857
N -1.87235 -1.14575 -0.32115  0.8333
C -2.10065 -2.60291 -0.18201  -0.5270
C -3.53185 -2.74468 -0.74091  -0.6225
O -3.98955 -1.35514 -0.93068  -0.5180
C -1.07276 -3.43674 -0.88982  0.4801
C -0.55173 -4.55949 -0.25906  -0.5757
C 0.36325 -5.36915 -0.92107  -0.6504
C 0.76866 -5.04738 -2.20837  -0.4961
C 0.25283 -3.92066 -2.83831  -0.7250
C -0.67253 -3.12280 -2.18508  -0.1469
H 1.63312 4.51931 1.46275  0.4237
H 2.05296 4.86581 -0.23280  0.3260
H 2.28817 2.51265 -0.73344  0.6670
H 1.18106 1.67347 2.69635  0.5900
H 2.71663 0.82251 4.41688  0.4205
H 5.16481 0.89898 4.04910  0.4144
H 6.06383 1.77289 1.91546  0.4119
H 4.52080 2.54784 0.15036  0.4231
H -2.62678 4.65293 -0.50243  0.5753
H -4.83788 3.68280 -1.16940  0.4718
H -5.06426 1.19031 -1.32305  0.5774
H -2.05738 -2.81523 0.88180  0.6842
H -4.22318 -3.22686 -0.05981  0.3383
H -3.55665 -3.23513 -1.70794  0.3891
H -0.85801 -4.80043 0.75458  0.4092
H 0.76187 -6.24585 -0.42594  0.4232
H 1.48788 -5.67324 -2.72306  0.4162
H 0.57952 -3.65785 -3.83682  0.4071
H -1.07492 -2.25127 -2.68588  0.4119
S 3.15214 -2.03787 -1.31673  -0.3087
As 1.55516 -0.96017 -0.73417  0.4433
S 0.40935 0.24668 -2.21031  -0.3719
S -1.38018 0.42915 2.37589  -0.3005
S 0.01559 -1.08320 2.15753  -0.2701

Output
HOMO-LUMO gap (alpha / beta) = 0.2027 / 0.2026 hartree
E_LUMO (alpha / beta) = -4.449 / -4.433 eV
energy relative to the best compared isomer or geometry (same formula, charge and spin) = 0.000 eV
charge = +1
largest force on an atom = 2.50 eV/Å